<1>
# C24H23N2O9PbS4

A molecular structure, C24H23N2O9PbS4 (the ωB97M-V functional and the def2-TZVPD basis, the Open Molecules 2025 dataset).

Summary:
E_LUMO (alpha / beta)	-0.2366 / -0.1758	hartree
orbital gap (alpha / beta)	0.1687 / 0.2294	Eh
HOMO energy (alpha / beta)	-0.405 / -0.405	Eh
total charge	+1

Element x y z (Å)
Pb (0.06508, 0.09156, -0.49849)
C (0.17696, -4.70480, -0.09380)
C (-0.17703, -4.45821, 1.37242)
S (0.00247, -2.67030, 1.63204)
C (1.18250, -2.45775, 2.95224)
C (2.64524, -2.47646, 2.49940)
S (3.04093, -1.27376, 1.17431)
C (3.52768, -2.22422, -0.27214)
C (2.66491, -3.45080, -0.56817)
S (0.81054, -3.16205, -0.86038)
H (0.90094, -5.50555, -0.26167)
H (-0.71662, -4.95908, -0.64548)
H (-1.23042, -4.64798, 1.56232)
H (0.34522, -5.09830, 2.12007)
H (0.88398, -1.46089, 3.30023)
H (0.84024, -3.16976, 3.75303)
H (3.31880, -2.16197, 3.35000)
H (3.03224, -3.39339, 2.15380)
H (3.43353, -1.53043, -1.10898)
H (4.60696, -2.34158, -0.17497)
H (3.02381, -3.86263, -1.51607)
H (2.76022, -4.25622, 0.13554)
O (-2.92470, -0.59514, -0.56716)
C (-3.56623, -0.15087, -1.76298)
C (-2.53306, -0.13688, -2.87526)
C (-2.93185, 0.02986, -4.20245)
C (-1.98998, -0.05996, -5.20520)
C (-0.64621, -0.20605, -4.87319)
C (-0.33168, -0.28003, -3.51973)
N (-1.22076, -0.22479, -2.52177)
H (-3.41226, -0.21984, 0.16337)
H (-3.95104, 0.87686, -1.70007)
H (-4.42754, -0.72941, -2.09511)
H (-4.00194, -0.02046, -4.45033)
H (-2.25741, 0.06357, -6.26576)
H (0.11789, -0.24089, -5.61607)
H (0.69824, -0.47870, -3.23445)
O (4.17137, 4.58946, -2.99563)
C (3.34687, 3.73423, -2.74204)
C (1.84679, 3.92510, -2.34132)
O (1.24239, 4.95034, -2.60308)
C (1.53187, 2.63686, -1.62466)
C (2.37605, 1.61771, -2.17908)
O (2.36710, 0.40000, -1.89742)
C (3.44621, 2.24117, -2.93823)
O (4.31379, 1.66944, -3.62874)
O (0.56622, 2.50563, -0.81802)
O (0.49178, 0.57412, 2.38152)
C (-0.58284, 1.24413, 2.23845)
N (-1.33159, 1.21999, 1.10063)
S (-2.72621, 2.12548, 1.28754)
O (-2.84677, 3.01797, 0.14994)
O (-3.88030, 1.26130, 1.54167)
C (-2.25709, 2.78913, 2.88572)
C (-2.85649, 3.73977, 3.69677)
C (-2.15948, 4.14828, 4.82058)
C (-0.92830, 3.55309, 5.13369)
C (-0.44115, 2.48829, 4.44096)
C (-1.06861, 2.18905, 3.26230)
H (-3.81016, 4.17639, 3.43635)
H (-2.60328, 4.94102, 5.41449)
H (-0.32194, 3.98668, 5.94995)
H (0.35414, 1.82268, 4.74860)

<2>
# C24H23N2O9PbS4

A molecular structure, C24H23N2O9PbS4 (the ωB97M-V functional and the def2-TZVPD basis, the Open Molecules 2025 dataset).

Summary:
E_LUMO	-0.1677	hartree
orbital gap	0.1873	Eh
HOMO energy	-0.355	Eh
total charge	+1

Element x y z (Å)
Pb (0.75497, -0.04976, 0.49388)
C (-0.84237, 4.48057, -0.59006)
C (0.11786, 4.80259, 0.51724)
S (1.45353, 3.52861, 0.56176)
C (2.72420, 4.29175, -0.34427)
C (2.88034, 3.83096, -1.73463)
S (2.47776, 2.07641, -2.06150)
C (1.27155, 2.25618, -3.34302)
C (0.00356, 2.99569, -2.92994)
S (-0.46038, 2.78111, -1.20177)
H (-1.88747, 4.43853, -0.29858)
H (-0.73912, 5.17572, -1.45904)
H (0.50431, 5.82199, 0.54612)
H (-0.39822, 4.65980, 1.46062)
H (2.58516, 5.37230, -0.25032)
H (3.66080, 4.06706, 0.25586)
H (2.33293, 4.42008, -2.50259)
H (3.93485, 3.87190, -2.08455)
H (1.77934, 2.72540, -4.20260)
H (1.01853, 1.26517, -3.63593)
H (-0.01948, 4.03578, -3.22817)
H (-0.86469, 2.54070, -3.46292)
O (2.69548, -1.61372, 0.80997)
C (3.40323, -1.55289, 2.06216)
C (2.45295, -1.07805, 3.14431)
C (2.46640, -1.56126, 4.43820)
C (1.47667, -1.13555, 5.30888)
C (0.47192, -0.25881, 4.92314)
C (0.49793, 0.25721, 3.64234)
N (1.48025, -0.19032, 2.78143)
H (3.15730, -2.16463, 0.15460)
H (4.26322, -0.81177, 2.05045)
H (3.78180, -2.54074, 2.35715)
H (3.29056, -2.23682, 4.69856)
H (1.42422, -1.57639, 6.28165)
H (-0.32818, -0.01997, 5.63348)
H (-0.21292, 0.96933, 3.25493)
O (1.91616, -2.31729, -4.70057)
C (0.91322, -2.27585, -4.03045)
C (-0.24880, -1.25059, -4.00240)
O (-0.65720, -0.56114, -4.88642)
C (-1.01102, -1.60750, -2.74542)
C (0.03988, -2.40114, -1.78226)
O (0.90520, -1.58626, -1.26258)
C (0.72192, -3.24196, -2.84960)
O (1.21645, -4.30635, -2.64487)
O (-2.08287, -1.20574, -2.33319)
O (-0.60165, -3.33794, -0.85001)
C (-1.34599, -2.74369, 0.05997)
N (-0.84263, -1.97555, 1.00717)
S (-2.16813, -1.25557, 1.88303)
O (-2.12738, -1.59455, 3.30098)
O (-2.01428, 0.16657, 1.52773)
C (-3.37435, -2.19375, 1.02634)
C (-4.74103, -2.19832, 1.25000)
C (-5.48001, -3.20326, 0.62933)
C (-4.89445, -3.99039, -0.31998)
C (-3.57264, -3.88714, -0.71311)
C (-2.74619, -3.07116, 0.13406)
H (-5.17529, -1.43902, 1.84714)
H (-6.53893, -3.35455, 0.83755)
H (-5.54620, -4.67401, -0.85638)
H (-3.15259, -4.36799, -1.57289)

<1> wins, 0.199 eV ahead of the next structure.